(i)
Molecular formula: C12H36N12O24
Method: DFT, ωB97M-V/def2-TZVPD

## Properties
E_LUMO   -0.68 eV
SMILES   C[N+](=O)[O-].C[N+](=O)[O-].C[N+](=O)[O-].C[N+](=O)[O-].C[N+](=O)[O-].C[N+](=O)[O-].C[N+](=O)[O-].C[N+](=O)[O-].C[N+](=O)[O-].C[N+](=O)[O-].C[N+](=O)[O-].C[N+](=O)[O-]
HOMO   -11.0 eV
Gap between HOMO and LUMO   10.31 eV

Atoms and positions in Å:
C 3.863 -4.965 5.036
N 3.257 -5.716 6.243
O 3.480 -5.115 7.330
O 2.768 -6.857 6.150
H 4.924 -4.906 5.279
H 3.612 -3.912 4.912
H 3.722 -5.434 4.063
C -2.983 9.377 0.154
N -2.513 7.964 0.408
O -2.946 7.022 -0.283
O -1.537 7.894 1.213
H -4.072 9.426 0.123
H -2.569 9.658 -0.815
H -2.696 10.045 0.966
C -4.889 -5.263 -3.747
N -6.077 -4.470 -3.245
O -7.159 -4.643 -3.861
O -6.018 -3.972 -2.099
H -3.928 -4.886 -3.396
H -4.761 -5.325 -4.827
H -4.945 -6.307 -3.438
C 0.525 -8.599 1.173
N 0.095 -7.258 0.910
O -0.616 -6.803 1.809
O 0.364 -6.676 -0.099
H 1.585 -8.523 0.927
H -0.023 -9.213 0.459
H 0.277 -8.929 2.182
C -4.836 2.913 5.427
N -5.916 3.928 5.087
O -6.928 3.489 4.609
O -5.732 5.127 5.223
H -4.191 3.412 6.150
H -4.359 2.760 4.459
H -5.226 2.023 5.920
C 7.833 0.968 0.878
N 9.352 1.112 1.032
O 9.819 2.272 1.075
O 10.033 0.085 1.223
H 7.360 1.739 1.486
H 7.518 -0.045 1.127
H 7.616 1.150 -0.174
C -2.294 3.845 -6.298
N -1.871 2.740 -7.176
O -2.568 2.599 -8.182
O -0.809 2.191 -6.928
H -2.045 3.624 -5.260
H -3.356 4.054 -6.430
H -1.713 4.684 -6.680
C 2.813 -2.798 -6.514
N 3.313 -3.584 -7.712
O 4.079 -3.052 -8.441
O 3.084 -4.769 -7.733
H 3.084 -3.414 -5.656
H 1.735 -2.643 -6.555
H 3.454 -1.943 -6.301
C -1.109 -0.224 -0.924
N -0.268 -0.562 0.234
O 0.916 -0.861 0.030
O -0.793 -0.356 1.425
H -1.851 0.447 -0.491
H -1.551 -1.167 -1.246
H -0.498 0.277 -1.675
C 4.065 5.603 -5.592
N 3.744 4.683 -4.424
O 4.466 3.790 -4.105
O 2.720 4.936 -3.838
H 3.361 6.435 -5.572
H 3.912 5.079 -6.535
H 5.034 6.056 -5.379
C -5.477 -3.436 4.153
N -6.721 -2.631 4.066
O -7.668 -2.932 4.884
O -6.806 -1.738 3.228
H -5.124 -3.560 3.129
H -5.634 -4.375 4.682
H -4.852 -2.846 4.824
C 2.313 3.287 5.210
N 3.619 2.717 5.581
O 4.667 3.285 5.341
O 3.489 1.751 6.364
H 2.496 4.286 4.814
H 1.675 3.447 6.080
H 1.888 2.528 4.554


(ii)
Molecular formula: C12H36N12O24
Method: DFT, ωB97M-V/def2-TZVPD

## Properties
E_LUMO   -0.48 eV
SMILES   C[N+](=O)[O-].C[N+](=O)[O-].C[N+](=O)[O-].C[N+](=O)[O-].C[N+](=O)[O-].C[N+](=O)[O-].C[N+](=O)[O-].C[N+](=O)[O-].C[N+](=O)[O-].C[N+](=O)[O-].C[N+](=O)[O-].C[N+](=O)[O-]
HOMO   -10.9 eV
Gap between HOMO and LUMO   10.42 eV

Atoms and positions in Å:
C -8.953 -5.220 19.007
N -10.089 -5.450 19.947
O -10.266 -6.610 20.270
O -10.707 -4.503 20.379
H -8.412 -4.303 19.223
H -9.327 -5.178 17.987
H -8.288 -6.064 19.142
C -9.632 -5.433 23.669
N -9.131 -4.702 24.857
O -9.935 -4.191 25.600
O -7.924 -4.719 25.047
H -8.869 -5.685 22.946
H -10.402 -4.752 23.300
H -10.162 -6.322 24.007
C -8.532 -8.670 21.695
N -9.341 -9.769 21.110
O -10.304 -10.142 21.751
O -9.013 -10.195 20.022
H -8.054 -8.098 20.912
H -7.817 -9.173 22.347
H -9.187 -8.044 22.288
C -5.374 -4.453 22.600
N -6.025 -5.083 21.429
O -6.659 -6.109 21.581
O -5.915 -4.571 20.329
H -4.357 -4.839 22.612
H -5.980 -4.731 23.457
H -5.403 -3.374 22.519
C -4.759 -7.003 25.832
N -4.259 -5.630 26.039
O -3.224 -5.493 26.657
O -4.915 -4.706 25.612
H -5.802 -6.906 25.541
H -4.642 -7.572 26.747
H -4.204 -7.490 25.033
C -9.263 -1.620 20.928
N -8.819 -2.190 22.242
O -9.261 -1.689 23.244
O -8.127 -3.186 22.225
H -9.351 -0.553 21.106
H -10.157 -2.170 20.665
H -8.397 -1.775 20.288
C -1.326 -3.015 22.393
N -1.824 -2.772 21.003
O -1.016 -2.720 20.097
O -3.026 -2.592 20.901
H -2.059 -3.602 22.930
H -1.171 -2.021 22.803
H -0.379 -3.542 22.314
C -3.346 -4.834 18.571
N -2.780 -4.690 17.220
O -1.609 -4.986 17.095
O -3.499 -4.267 16.351
H -3.837 -5.809 18.645
H -4.137 -4.108 18.720
H -2.563 -4.848 19.316
C -0.458 -6.725 20.273
N -0.958 -6.516 21.644
O -2.054 -6.000 21.755
O -0.196 -6.710 22.555
H 0.348 -7.446 20.197
H -0.198 -5.782 19.800
H -1.279 -7.161 19.700
C -4.727 -8.219 20.407
N -3.925 -8.411 21.660
O -4.429 -8.039 22.701
O -2.811 -8.884 21.565
H -5.746 -8.444 20.694
H -4.368 -8.953 19.693
H -4.552 -7.202 20.074
C -3.914 -0.405 25.696
N -4.509 -1.512 24.908
O -3.752 -2.274 24.334
O -5.714 -1.598 24.845
H -3.099 -0.060 25.061
H -3.508 -0.820 26.611
H -4.649 0.384 25.782
C -5.283 -0.368 21.682
N -5.971 0.744 22.373
O -5.388 1.257 23.307
O -7.084 1.042 21.990
H -5.715 -0.532 20.703
H -5.383 -1.254 22.306
H -4.233 -0.096 21.627


Going by the energies, (ii) is most stable and the next is 4.758 eV up.


(i)
Molecular formula: C2H7NS2
Method: DFT, ωB97M-V/def2-TZVPD

## Properties
E_LUMO   0.59 eV
SMILES   NCCSS
HOMO   -8.9 eV
Gap between HOMO and LUMO   9.45 eV

Atoms and positions in Å:
N -1.310 2.454 -1.097
C -0.789 1.442 -0.107
C -0.713 0.101 -0.839
S -0.158 -1.333 0.066
S 1.616 -0.783 0.871
H -0.911 3.335 -0.811
H -2.313 2.546 -0.942
H -1.570 1.433 0.651
H 0.151 1.782 0.316
H 0.013 0.247 -1.642
H -1.748 -0.087 -1.124
H 1.185 0.021 1.851


(ii)
Molecular formula: C2H7NS2
Method: DFT, ωB97M-V/def2-TZVPD

## Properties
E_LUMO   0.52 eV
SMILES   C=N.CSS
HOMO   -8.7 eV
Gap between HOMO and LUMO   9.26 eV

Atoms and positions in Å:
C -2.743 -0.661 -0.313
N -2.616 0.384 0.379
H -2.584 -0.568 -1.384
H -3.051 -1.628 0.073
H -2.972 0.274 1.326
C 0.757 1.442 -1.054
S 1.006 -0.333 -0.810
S 1.242 -0.285 1.276
H 1.563 1.992 -0.576
H 0.806 1.649 -2.124
H -0.220 1.770 -0.700
H 0.103 -0.958 1.495


(iii)
Molecular formula: C2H7NS2
Method: DFT, ωB97M-V/def2-TZVPD

## Properties
E_LUMO   0.02 eV
SMILES   C=NC.SS
HOMO   -9.4 eV
Gap between HOMO and LUMO   9.39 eV

Atoms and positions in Å:
S 0.521 -0.516 -2.962
S 2.248 0.770 -2.773
H -0.678 0.257 -2.729
H 2.290 0.247 -1.489
C -0.161 -0.956 1.658
C -0.935 1.035 0.682
N 0.136 0.357 0.904
H -0.095 -0.901 2.800
H -1.154 -1.338 1.235
H 0.635 -1.735 1.272
H -0.907 2.076 0.179
H -1.899 0.704 1.222


(iv)
Molecular formula: C2H7NS2
Method: DFT, ωB97M-V/def2-TZVPD

## Properties
E_LUMO   0.30 eV
SMILES   C=CN.SS
HOMO   -8.2 eV
Gap between HOMO and LUMO   8.48 eV

Atoms and positions in Å:
S -2.618 0.698 0.727
S -2.076 1.532 -1.085
H -1.453 0.917 1.362
H -1.765 0.413 -1.763
C 0.499 -1.525 -0.180
C 1.279 -0.629 0.433
N 1.182 0.759 0.306
H -0.412 -1.112 -0.598
H 0.833 -2.516 -0.407
H 2.019 -0.870 1.189
H 0.442 1.114 -0.275
H 2.071 1.219 0.292


Going by the energies, (i) is most stable and the next is 0.690 eV up.


(i)
Molecular formula: C13H21NO2
Method: DFT, ωB97M-V/def2-TZVPD

## Properties
E_LUMO   0.77 eV
SMILES   c1ccncc1.C1CCOC1.C1CCOC1
HOMO   -9.5 eV
Gap between HOMO and LUMO   10.32 eV

Atoms and positions in Å:
C -12.195 6.595 28.959
C -12.391 6.618 30.478
C -12.958 5.234 30.749
O -13.856 5.018 29.649
C -13.264 5.582 28.476
H -11.226 6.167 28.707
H -12.302 7.581 28.513
H -13.085 7.380 30.826
H -11.419 6.782 30.951
H -13.573 5.196 31.643
H -12.180 4.463 30.747
H -14.062 6.011 27.874
H -12.799 4.763 27.917
C -8.510 5.658 31.258
C -8.125 7.101 30.950
C -8.061 7.758 32.328
O -7.680 6.713 33.219
C -8.368 5.539 32.784
H -7.870 4.926 30.762
H -9.523 5.337 31.000
H -8.836 7.601 30.289
H -7.154 7.132 30.458
H -9.044 8.135 32.634
H -7.293 8.525 32.380
H -9.343 5.510 33.286
H -7.769 4.698 33.128
N -17.014 4.645 25.481
C -17.340 3.386 25.238
C -17.216 2.356 26.169
C -16.735 2.671 27.433
C -16.352 3.982 27.692
C -16.500 4.917 26.674
H -17.705 3.146 24.244
H -17.624 1.375 25.965
H -16.585 1.896 28.174
H -15.874 4.214 28.634
H -16.225 5.947 26.879


(ii)
Molecular formula: C13H21NO2
Method: DFT, ωB97M-V/def2-TZVPD

## Properties
E_LUMO   0.89 eV
SMILES   CCOc1ccc(OCCCN(C)C)cc1
HOMO   -7.8 eV
Gap between HOMO and LUMO   8.68 eV

Atoms and positions in Å:
C -5.124 -2.037 0.646
C -5.441 -0.895 -0.316
O -4.947 0.349 0.131
C -3.613 0.627 0.026
C -2.662 -0.162 -0.602
C -1.334 0.240 -0.662
C -0.931 1.439 -0.094
C -1.892 2.234 0.537
C -3.206 1.836 0.596
H -3.949 2.449 1.080
H -1.576 3.167 0.974
O 0.336 1.950 -0.108
C 1.396 1.184 -0.635
C 1.859 0.083 0.324
H 1.020 -0.591 0.507
C 3.057 -0.713 -0.210
N 4.296 -0.380 0.475
C 5.328 -1.355 0.190
H 6.219 -1.105 0.764
H 4.987 -2.343 0.497
H 5.599 -1.393 -0.877
C 4.757 0.959 0.175
H 5.684 1.141 0.715
H 4.943 1.111 -0.901
H 4.021 1.685 0.511
H 2.881 -1.778 -0.038
H 3.148 -0.564 -1.303
H 2.127 0.530 1.282
H 1.122 0.754 -1.608
H 2.198 1.908 -0.801
H -0.633 -0.407 -1.165
H -2.926 -1.102 -1.062
H -6.523 -0.751 -0.374
H -5.071 -1.121 -1.325
H -4.050 -2.176 0.743
H -5.530 -1.812 1.629
H -5.569 -2.959 0.281


Going by the energies, (ii) is most stable and the next is 0.358 eV up.


(i)
Molecular formula: C3H5O5S2
Method: DFT, ωB97M-V/def2-TZVPD

## Properties
E_LUMO   3.36 eV
HOMO   -5.1 eV
Gap between HOMO and LUMO   8.43 eV
Total charge   -1

Atoms and positions in Å:
C 0.128 1.577 0.937
C -0.034 -0.482 -0.393
C -0.597 0.533 0.527
O -0.693 1.981 -2.537
O 1.990 3.513 1.083
O 2.818 1.187 0.499
O 1.443 2.412 -1.114
O -0.077 4.242 -2.087
S 1.767 2.185 0.446
S -0.303 2.976 -1.472
H 0.897 0.068 -0.645
H -0.719 -0.779 -1.086
H 0.464 -1.416 0.150
H -0.051 2.140 1.829
H -1.416 0.072 1.087


(ii)
Molecular formula: C3H5O5S2
Method: DFT, ωB97M-V/def2-TZVPD

## Properties
E_LUMO   3.50 eV
HOMO   -4.4 eV
Gap between HOMO and LUMO   7.95 eV
Total charge   -1

Atoms and positions in Å:
C 2.238 1.455 0.688
C 0.965 1.864 0.509
C 0.331 -1.072 -0.848
O -4.198 0.857 -0.067
O -3.087 -1.315 -0.370
O -1.456 0.817 0.049
O 0.033 1.544 -1.846
O -0.560 -1.816 -0.087
S -3.105 0.135 -0.763
S -0.013 0.869 -0.548
H 2.667 0.512 0.459
H 2.976 2.178 1.038
H 1.333 -1.297 -0.537
H 0.297 -1.076 -1.914
H -1.555 -1.510 -0.353


Going by the energies, (i) is most stable and the next is 1.951 eV up.


(i)
Molecular formula: C4H7Cl
Method: DFT, ωB97M-V/def2-TZVPD

## Properties
E_LUMO   0.68 eV
SMILES   CC/C=C/Cl
HOMO   -8.9 eV
Gap between HOMO and LUMO   9.57 eV

Atoms and positions in Å:
C 1.590 -0.306 -0.422
C 0.375 0.301 0.363
C -0.960 0.640 -0.040
C -1.748 -0.483 0.092
H 2.201 0.436 -1.201
H 1.346 -1.027 -1.052
H 2.312 -0.915 0.360
H 0.048 -0.354 1.182
H 0.673 1.499 0.650
H -1.106 1.810 -0.451
H -1.318 -1.563 0.707
Cl -3.413 -0.037 -0.186


(ii)
Molecular formula: C4H7Cl
Method: DFT, ωB97M-V/def2-TZVPD

## Properties
E_LUMO   1.00 eV
SMILES   C=C(C)CCl
HOMO   -9.8 eV
Gap between HOMO and LUMO   10.83 eV

Atoms and positions in Å:
C -0.914 -0.241 -1.145
C -0.053 0.223 -0.025
C 0.179 1.455 0.383
C 0.662 -0.826 0.900
H -0.405 -0.186 -2.094
H -1.305 -1.198 -0.910
H -1.717 0.436 -1.245
H 0.776 1.658 1.284
H -0.323 2.388 -0.066
H 1.558 -0.361 1.243
H -0.002 -1.231 1.729
Cl 1.545 -2.115 -0.052


Going by the energies, (ii) is most stable and the next is 3.592 eV up.


(i)
Molecular formula: C6H9N2O2
Method: DFT, ωB97M-V/def2-TZVPD

## Properties
E_LUMO   3.46 eV
HOMO   -4.0 eV
Gap between HOMO and LUMO   7.49 eV
Total charge   -1

Atoms and positions in Å:
C -1.500 1.896 -0.048
C -1.230 0.939 1.066
C -1.667 -0.459 2.629
C -0.174 0.072 1.121
N -2.169 0.573 2.006
N -0.455 -0.799 2.135
H -2.148 -0.928 3.469
H -0.700 1.824 -0.793
H -1.515 2.930 0.303
H 0.122 -1.554 2.472
H 0.757 0.024 0.586
H -2.407 1.678 -0.600
C 1.750 -0.295 -2.343
C 2.064 -1.669 -1.622
O 3.251 -1.825 -1.272
O 1.078 -2.421 -1.521
H 2.413 0.533 -2.103
H 0.736 0.032 -2.087
H 1.795 -0.551 -3.400


(ii)
Molecular formula: C6H9N2O2
Method: DFT, ωB97M-V/def2-TZVPD

## Properties
E_LUMO   3.49 eV
HOMO   -4.2 eV
Gap between HOMO and LUMO   7.71 eV
Total charge   -1

Atoms and positions in Å:
C 0.500 -1.440 3.418
C -0.935 -1.079 0.148
C 0.225 -1.245 1.948
C 1.102 -1.412 0.897
N -1.020 -1.027 1.455
N 0.377 -1.190 -0.246
H -1.741 -0.905 -0.533
H 0.584 -1.368 -1.220
H 2.157 -1.347 1.120
H 0.106 -2.392 3.705
H 0.110 -0.576 3.963
H 1.588 -1.346 3.524
C -0.397 2.707 -2.338
C -0.468 1.327 -2.918
O -0.425 1.285 -4.175
O -0.785 0.404 -2.128
H 0.354 3.412 -2.773
H -0.071 2.843 -1.303
H -1.261 3.348 -2.545


(iii)
Molecular formula: C6H9N2O2
Method: DFT, ωB97M-V/def2-TZVPD

## Properties
E_LUMO   3.65 eV
HOMO   -4.5 eV
Gap between HOMO and LUMO   8.13 eV
Total charge   -1

Atoms and positions in Å:
C -0.379 -1.919 -2.627
C -1.615 0.426 -0.227
C 0.215 0.390 -1.500
C -0.682 -0.691 -1.872
N -0.459 1.086 -0.536
N -1.727 -0.666 -0.961
H -0.236 1.927 0.065
H -2.102 0.814 0.678
H 1.132 0.440 -1.835
H -0.425 -2.814 -1.955
H 0.657 -1.821 -2.955
H -1.025 -2.180 -3.453
C 0.873 0.032 2.485
C 1.065 1.628 2.295
O 0.198 2.171 1.610
O 1.995 2.053 3.025
H 1.934 -0.315 2.643
H 0.293 -0.432 1.680
H 0.289 -0.131 3.439


(iv)
Molecular formula: C6H9N2O2
Method: DFT, ωB97M-V/def2-TZVPD

## Properties
E_LUMO   3.61 eV
HOMO   -4.5 eV
Gap between HOMO and LUMO   8.14 eV
Total charge   -1

Atoms and positions in Å:
C -1.274 -1.708 3.048
C -1.866 -0.562 2.200
O -1.912 0.450 2.853
O -2.427 -0.706 1.042
H -0.240 -1.688 2.787
H -1.747 -2.726 3.106
H -1.506 -1.317 4.074
C 2.519 1.515 -2.111
C 0.522 0.910 -0.623
C 1.301 0.908 -1.720
C -0.437 -0.447 -2.187
N -0.617 0.093 -0.905
N 0.728 0.006 -2.678
H 0.767 1.143 0.390
H -1.441 -0.134 -0.290
H 3.272 0.960 -2.624
H 3.152 1.805 -1.195
H -1.163 -1.038 -2.604
H 2.370 2.537 -2.562


Going by the energies, (i) is most stable and the next is 0.414 eV up.


(i)
Molecular formula: C3H5NO3S
Method: DFT, ωB97M-V/def2-TZVPD

## Properties
E_LUMO   -0.55 eV
SMILES   O=C(O)/C(CO)=N\S
HOMO   -9.6 eV
Gap between HOMO and LUMO   9.05 eV

Atoms and positions in Å:
C -1.409 -1.328 -0.415
C -0.196 -0.390 -0.391
C -0.605 1.034 -0.207
H -2.487 -0.115 0.748
H -1.045 -2.311 -0.250
H -2.058 -1.414 -1.311
H 3.178 -1.476 0.570
H -0.128 2.776 0.401
N 0.863 -1.049 -0.200
O -2.244 -1.146 0.797
O 0.394 1.902 0.265
O -1.732 1.445 -0.301
S 2.401 -0.226 0.076


(ii)
Molecular formula: C3H5NO3S
Method: DFT, ωB97M-V/def2-TZVPD

## Properties
E_LUMO   0.47 eV
SMILES   O/N=C/OCOC=S
HOMO   -9.1 eV
Gap between HOMO and LUMO   9.61 eV

Atoms and positions in Å:
C -1.723 -0.316 -0.434
C 0.573 -0.932 -0.129
C 2.074 0.134 1.431
H -1.959 2.519 -1.481
H -2.737 -0.641 -0.264
H 1.141 -1.889 -0.031
H 0.796 -0.357 -0.971
H 2.037 0.441 2.504
N -1.322 0.821 -0.822
O -2.296 1.611 -1.342
O -0.802 -1.235 -0.068
O 0.831 -0.187 1.056
S 3.388 0.030 0.551


Going by the energies, (i) is most stable and the next is 0.962 eV up.


(i)
Molecular formula: C3H8NOP
Method: DFT, ωB97M-V/def2-TZVPD

## Properties
E_LUMO   0.63 eV
SMILES   C/C(O)=C/[PH2]=N
HOMO   -8.8 eV
Gap between HOMO and LUMO   9.44 eV

Atoms and positions in Å:
C -0.115 0.444 0.348
C 2.222 -0.267 0.398
C 0.864 -0.325 -0.074
N -2.643 1.382 0.537
O 0.747 -1.127 -1.162
P -1.764 0.185 -0.111
H 2.993 -0.824 -0.061
H 2.366 -0.567 1.487
H 2.695 0.755 0.491
H 0.042 1.174 1.154
H -0.193 -1.139 -1.449
H -3.512 1.485 -0.099
H -1.663 -0.024 -1.507
H -2.039 -1.151 0.048


(ii)
Molecular formula: C3H8NOP
Method: DFT, ωB97M-V/def2-TZVPD

## Properties
E_LUMO   1.01 eV
SMILES   C=NCPOC
HOMO   -8.6 eV
Gap between HOMO and LUMO   9.64 eV

Atoms and positions in Å:
C -0.743 -2.166 -0.796
C -0.599 2.314 -0.107
C 0.733 -1.031 0.933
N 0.315 -1.609 -0.700
O 0.489 1.473 -0.377
P 1.486 0.594 0.681
H -1.104 -2.537 -1.854
H -1.455 -2.201 -0.070
H -0.619 3.095 -0.823
H -0.402 2.790 0.900
H -1.521 1.731 -0.157
H -0.234 -0.979 1.429
H 1.374 -1.716 1.319
H 2.280 0.243 -0.377


Going by the energies, (i) is most stable and the next is 0.739 eV up.